Entry 1:
101
Properties=species:S:1:pos:R:3:forces:R:3:mulliken_charge:R:1 method="wB97M-V/def2-TZVPD" e_homo_ev=-9.321 charge=+1 de_lowest_kcal_mol=22.30 multiplicity=1 gap_ev=5.667
Pb -1.19104 0.50055 0.32686 -0.37 0.10 0.14 3.045
Te 2.93440 -3.40391 -0.14251 -0.14 -0.16 0.15 0.130
Se 0.25927 5.16159 0.08757 0.05 -0.16 0.02 -0.263
P 2.04884 -2.19178 1.84466 -0.06 0.15 -0.06 -0.618
O -2.76455 1.86531 1.84363 0.17 0.05 0.01 -0.948
O -2.08926 2.23724 -1.12359 0.08 -0.04 0.30 -0.397
O -2.44459 -1.10036 1.93647 0.07 0.08 -0.28 -0.818
O 2.24220 -3.21384 3.02806 -0.07 -0.16 -0.18 -0.128
O 2.51373 0.05016 -5.26440 -0.01 0.05 0.05 -0.405
O 3.13695 -1.05445 1.98436 0.02 -0.07 0.01 -0.006
O -0.75108 0.70718 3.10964 -0.04 0.06 -0.06 -0.122
O 0.66180 -1.71951 1.75664 -0.01 -0.06 -0.01 0.222
N 0.52461 -0.84681 -1.29800 0.07 0.42 -0.38 0.672
N 0.37742 -1.76978 -2.33006 -0.03 -0.31 0.14 -0.026
N -2.51786 -2.39774 3.76809 0.05 0.04 -0.02 0.133
N -2.52612 -0.84547 -1.41957 0.20 -0.02 -0.22 0.859
N -2.26972 -1.70886 -2.42978 0.14 -0.08 0.00 -0.596
N 0.78865 2.28012 0.49222 0.22 -0.50 0.11 -0.609
N -2.46096 3.91083 2.74998 0.04 0.07 0.04 0.187
N 0.92882 1.43817 -3.72589 -0.16 0.06 -0.04 0.246
C -2.13791 -2.69114 5.13768 -0.01 -0.02 0.07 -0.918
C 2.82764 0.13925 2.78075 -0.02 0.11 -0.09 0.526
C -3.44558 4.51769 1.86638 -0.06 0.03 -0.04 -0.973
C 4.97125 1.10048 -2.72586 -0.04 -0.03 -0.02 -0.854
C -2.37745 2.21656 -2.34687 -0.19 0.04 -0.21 -0.046
C -3.84534 -0.82323 -1.26538 -0.02 0.00 0.10 -0.644
C -0.95794 2.07590 3.39555 0.01 -0.02 0.03 -1.650
C -0.08386 1.85856 -2.97072 0.19 -0.09 -0.03 -0.060
C 2.27914 1.36898 -3.34788 0.12 -0.08 -0.03 -0.156
C 4.14095 1.84803 -1.90967 -0.01 -0.03 -0.02 -0.811
C -2.16250 -1.27693 3.11385 0.01 0.00 0.21 0.325
C 0.58714 3.42395 0.34194 -0.20 0.43 0.03 0.054
C 3.49131 -3.89526 3.31471 0.10 0.18 0.15 -0.473
C 2.79397 1.99402 -2.22413 0.01 -0.01 0.00 -0.439
C 3.34064 -0.56477 -6.24504 -0.01 0.02 0.05 -1.045
C -4.07089 2.29785 -4.08948 0.04 -0.06 -0.19 -0.354
C 2.53803 -1.85307 -1.66568 -0.10 -0.06 0.04 -0.274
C -1.42102 -0.21865 3.93431 0.11 -0.09 0.09 -0.871
C -2.14906 2.62704 2.60191 -0.04 -0.12 0.02 1.006
C 3.36327 -5.36541 3.00356 0.02 0.01 0.05 -1.073
C -1.71148 4.85100 3.57062 -0.01 -0.03 -0.06 -0.861
C 4.46735 0.48515 -3.87147 -0.03 0.02 0.05 -0.496
C 3.09098 -0.11265 4.24441 -0.01 0.02 0.01 -1.390
C -3.42724 -2.20443 -2.89976 -0.03 -0.09 0.01 -0.384
C 1.49557 -2.36481 -2.56455 0.10 -0.04 -0.06 -0.516
C -1.82140 1.75710 -4.73688 0.05 -0.02 0.07 -0.534
C -3.10934 -3.49279 3.01751 -0.07 -0.06 -0.03 -1.041
C 3.12412 0.61652 -4.18375 -0.03 -0.03 0.04 0.923
C -4.47258 -1.66470 -2.18318 0.03 0.01 0.01 -1.314
C -1.39909 1.92973 -3.37561 -0.15 -0.04 -0.10 0.455
C -3.72973 2.45030 -2.79071 0.17 -0.03 0.14 -0.752
C 1.76304 -0.82755 -0.96200 0.02 0.19 0.18 -1.856
C -3.11193 1.93107 -5.09086 -0.12 0.05 0.12 -0.874
B -0.95130 -1.92409 -3.20999 0.01 0.08 0.05 0.152
H -2.41477 5.47300 4.12513 0.02 0.01 -0.02 0.330
H -3.42584 1.81635 -6.11779 -0.01 0.00 -0.02 0.432
H -2.38261 -4.29756 2.88523 0.01 -0.02 0.00 0.331
H -1.14548 -3.14813 5.19513 0.00 0.01 0.00 0.248
H -2.16118 -1.80267 5.76327 0.00 0.01 0.00 0.403
H -4.17244 5.06863 2.46320 -0.02 0.02 -0.01 0.361
H -0.91422 -3.05695 -3.61339 -0.01 0.03 -0.07 -0.175
H 2.68002 -0.85945 -7.05453 0.00 0.00 0.01 0.261
H -2.93613 5.19989 1.18351 -0.01 0.01 -0.01 0.311
H 4.30272 -3.41021 2.76758 0.00 -0.05 -0.05 0.423
H -5.52247 -1.85699 -2.30320 -0.04 -0.01 0.00 0.474
H 4.53515 2.34730 -1.03636 0.01 0.02 0.03 0.499
H -3.42515 -2.90414 -3.71702 0.00 -0.04 -0.04 0.448
H 4.26054 -5.88418 3.33971 0.02 -0.02 -0.03 0.383
H -4.45694 2.70830 -2.03368 -0.03 0.02 0.02 0.489
H 4.09706 -0.50229 4.39626 0.03 0.01 0.00 0.350
H -0.05506 2.59775 3.07400 0.00 0.03 0.01 0.474
H 3.48067 0.90759 2.37161 0.00 -0.03 0.03 0.358
H 2.50511 -5.78773 3.52294 -0.01 -0.01 0.02 0.290
H 3.24031 -5.55723 1.93679 0.01 0.02 -0.04 0.209
H 6.02257 1.00381 -2.49333 0.02 0.00 0.01 0.416
H -2.86079 -3.39294 5.55017 0.01 0.00 0.00 0.302
H 2.11766 -0.14819 -0.20162 0.02 0.06 0.02 0.897
H -4.27891 -0.21526 -0.48693 -0.04 0.04 0.03 0.629
H -1.07381 4.34368 4.28623 0.01 -0.03 0.03 0.307
H -1.08900 5.47922 2.93126 0.01 0.04 0.00 0.244
H -3.97210 -3.88137 3.55811 -0.01 0.00 -0.01 0.347
H 0.15977 2.16210 -1.95748 -0.02 -0.03 0.01 0.310
H 1.57568 -3.11796 -3.33121 0.00 -0.07 -0.02 0.550
H 3.83572 -1.44990 -5.83827 0.01 0.01 -0.02 0.370
H -3.94381 3.74142 1.29495 0.02 0.03 0.02 0.214
H -1.09609 1.51217 -5.50358 0.04 0.00 0.00 0.441
H -5.10059 2.45031 -4.38761 -0.02 0.00 -0.02 0.423
H -0.81723 -1.11685 -4.09724 0.02 0.12 0.03 -0.108
H 3.67253 -3.72749 4.37566 -0.02 -0.04 -0.01 0.365
H -2.14624 0.27647 4.58942 -0.02 0.01 -0.04 0.625
H 4.08795 0.13877 -6.61559 0.01 -0.02 -0.01 0.413
H 3.00691 0.82704 4.79069 -0.02 0.01 0.02 0.459
H 3.52184 -1.61490 -2.05500 -0.03 0.14 -0.13 0.631
H 5.12612 -0.07995 -4.51402 0.02 -0.01 -0.01 0.486
H -3.42063 -3.13306 2.04230 0.00 -0.01 0.03 0.269
H 1.79254 0.41947 2.58161 0.02 0.02 0.02 -0.230
H -1.08863 2.23282 4.47028 -0.01 0.00 -0.03 0.721
H 2.37473 -0.81830 4.66653 -0.02 -0.02 -0.01 0.211
H 2.15945 2.59827 -1.58808 0.04 -0.02 -0.05 0.614
H 0.73072 1.05930 -4.64269 -0.02 -0.01 0.04 0.312
H -0.67601 -0.70833 4.56891 -0.03 0.03 -0.04 0.542

---

Entry 2:
103
Properties=species:S:1:pos:R:3:forces:R:3:mulliken_charge:R:1 method="wB97M-V/def2-TZVPD" e_homo_ev=-5.780 charge=-1 de_lowest_kcal_mol=11.01 multiplicity=1 gap_ev=8.027
Cd 0.29205 -0.72746 0.61334 0.59 0.06 -0.30 4.400
P 2.80602 0.26953 -0.18483 -0.21 0.01 0.22 0.508
P 0.10063 -4.18254 -2.45919 0.15 0.00 -0.13 0.920
P -1.13722 1.23267 -0.02403 -0.02 -0.27 0.17 0.112
P 0.34213 -2.23692 3.73865 -0.08 -0.33 -0.08 0.210
P 0.32248 -3.80772 0.36408 -0.13 0.10 -0.22 0.788
P -1.06946 -1.06070 -2.01001 -0.05 0.47 0.24 1.507
P -0.28634 0.44793 4.66932 -0.06 -0.15 0.10 0.919
O 1.67720 -3.89331 -2.50118 0.05 -0.07 -0.21 -0.637
O 0.91534 -1.67230 2.48010 -0.04 0.34 -0.12 -0.440
O 0.70288 -4.67527 1.50294 -0.11 -0.08 0.11 -1.031
O -1.22694 -2.41365 3.75160 0.23 -0.25 -0.23 -0.585
O -0.63006 -2.84540 -2.58416 0.03 -0.10 -0.02 -0.462
O -0.29939 1.29368 6.04908 0.09 0.10 -0.04 -0.604
O -1.05678 -3.00929 0.71987 0.06 -0.26 -0.15 -0.412
O -0.27898 -5.24796 -3.38485 -0.05 -0.01 0.01 -0.834
O -1.69660 -0.03102 4.42181 -0.09 0.19 -0.06 -0.853
O -0.07926 -4.68874 -0.91085 -0.07 -0.04 0.16 -0.466
O 0.49027 1.19000 3.64119 -0.19 0.06 0.12 -0.878
O 2.08341 -0.79248 5.13124 0.03 0.11 -0.13 -0.705
O 1.23734 -2.71244 -0.14519 -0.02 -0.08 0.17 -0.669
O 0.93009 -3.66657 4.00534 -0.24 0.16 0.29 -0.670
N -1.69219 0.77334 -1.49413 -0.07 -0.10 -0.07 0.063
C -0.16954 2.76308 -0.11837 0.02 0.01 -0.07 1.143
C 1.25393 4.35918 0.97991 0.01 0.00 0.03 -0.675
C -4.83820 2.20078 2.51607 -0.01 0.03 0.01 -0.685
C 0.31302 -1.68696 6.44859 -0.03 0.04 -0.01 -2.006
C 0.06445 3.39280 -1.33602 0.03 0.05 0.07 -1.093
C -2.76300 1.56024 -2.10136 -0.10 0.03 0.01 -1.622
C 1.33396 0.61324 -5.61000 0.02 -0.01 0.00 -0.777
C 4.27886 1.87738 -2.04723 -0.01 0.00 -0.06 -1.722
C -3.04443 -1.88695 -3.85341 0.02 -0.01 -0.05 -0.340
C 4.25529 -2.02513 0.49067 0.03 -0.04 0.05 -1.343
C -4.42504 0.89189 2.31699 0.03 0.03 0.04 -1.006
C 0.87403 4.52080 -1.39105 -0.03 -0.02 0.01 -0.460
C -3.80515 -1.39030 -1.63669 0.01 0.03 0.06 -0.093
C 1.46689 5.00350 -0.23382 0.02 0.03 -0.01 -0.638
C -5.09921 -1.73077 -1.99783 0.00 0.00 -0.03 -0.615
C 3.36474 0.76471 2.53689 0.00 0.01 -0.04 -0.678
C 2.88829 1.46190 -1.57696 -0.02 -0.01 -0.05 1.904
C -0.72139 0.53742 -4.36029 -0.01 0.02 0.01 -0.311
C -2.76878 -1.45741 -2.56093 0.02 -0.10 0.01 -0.200
C -4.10564 3.25001 1.97862 -0.04 -0.03 0.02 -0.687
C -2.54995 1.67957 1.02420 0.00 0.07 -0.05 0.563
C 0.03234 1.04944 -5.40646 0.02 0.01 -0.02 -0.829
C -4.34083 -2.21301 -4.22310 -0.01 0.00 0.01 -0.712
C 3.94144 -1.08399 -0.66883 0.02 0.02 -0.08 -0.780
C 1.86828 -0.34900 -4.76622 -0.03 0.02 -0.01 -0.438
C 1.10908 -0.85863 -3.72259 0.06 -0.02 0.00 -0.771
C 0.43692 3.24115 1.04473 -0.04 0.00 -0.01 -0.770
C 0.69420 -1.09108 5.10007 0.02 0.01 0.27 1.074
C -2.96776 2.98995 1.23096 0.03 0.07 -0.01 -0.567
C -3.28247 0.63604 1.57926 0.03 -0.06 0.09 -0.001
C -0.19002 -0.41571 -3.49529 -0.05 -0.08 -0.04 0.752
C 3.75798 1.15837 1.11863 0.12 0.02 -0.07 -1.203
C -5.37169 -2.13581 -3.29721 -0.01 0.00 0.00 -0.541
H 3.56944 2.22521 0.96457 0.00 0.00 0.00 0.548
H 4.86144 -0.64461 -1.06674 -0.02 -0.02 0.01 0.732
H 0.82791 -4.18237 3.15903 0.31 -0.19 -0.28 0.532
H -1.61560 -1.49686 3.94511 -0.20 0.20 0.10 0.430
H -2.23611 -1.99106 -4.56629 0.00 0.01 0.01 0.479
H 1.05723 5.00587 -2.34091 0.00 0.02 -0.02 0.424
H 0.98152 -2.51542 6.68316 0.01 -0.03 -0.03 0.385
H -2.40088 3.81400 0.81260 0.00 -0.04 0.00 0.400
H -1.59258 -3.54118 1.32023 -0.07 0.14 0.18 0.294
H 4.84581 -1.52063 1.25642 0.03 0.02 0.01 0.390
H 1.92098 1.00894 -6.42903 0.01 0.01 -0.01 0.364
H -3.60034 -1.05229 -0.62667 0.00 -0.02 -0.06 0.204
H -5.89264 -1.67604 -1.26405 -0.04 0.00 0.02 0.446
H -3.29531 0.96028 -2.83869 -0.01 -0.02 0.00 0.602
H -4.54116 -2.54609 -5.23311 -0.01 -0.01 -0.02 0.404
H -1.15477 1.17530 6.47223 -0.09 -0.03 0.06 0.345
H 1.73031 4.72476 1.88084 0.01 0.00 0.01 0.454
H -0.71031 -2.05895 6.43643 -0.04 0.01 0.00 0.340
H -0.40351 1.78674 -6.06944 -0.01 0.01 -0.01 0.454
H 2.33724 1.06591 2.74670 0.08 0.00 -0.02 -0.012
H 0.27995 2.72506 1.98920 0.04 0.00 0.02 0.599
H -2.40540 2.46365 -2.60760 0.05 0.01 0.01 0.238
H 4.91530 2.19340 -1.22095 0.01 0.02 0.06 0.318
H 1.52955 -1.62698 -3.08872 -0.01 0.00 0.00 0.088
H 4.83385 -2.88085 0.13990 0.00 0.00 -0.01 0.386
H 2.10640 5.87642 -0.27757 0.00 0.00 0.00 0.349
H 3.46226 -1.62940 -1.48604 -0.02 0.01 0.01 0.171
H 1.90324 -3.39024 -1.69528 -0.03 0.07 0.11 0.304
H -4.41884 4.27278 2.14176 -0.02 0.02 0.01 0.417
H 2.32783 2.33478 -1.23484 0.07 -0.05 0.03 -0.868
H 3.42343 -0.31404 2.68641 0.06 -0.05 -0.05 0.346
H 3.34293 -2.40174 0.95103 -0.02 -0.01 0.00 0.077
H -2.93896 -0.38641 1.46207 0.02 -0.01 -0.01 0.225
H 2.31457 1.04510 -2.40834 -0.01 0.01 0.03 -0.704
H -4.96824 0.07259 2.76548 -0.04 -0.04 0.01 0.444
H -0.34708 2.97237 -2.24271 -0.06 -0.02 -0.07 -0.081
H -5.72345 2.40488 3.10476 -0.01 0.00 0.01 0.371
H 4.01845 1.24519 3.26746 0.03 0.03 0.01 0.451
H 2.24038 -0.17673 4.39923 0.03 -0.03 0.07 0.216
H 0.40974 -0.92822 7.22485 0.03 0.01 -0.01 0.467
H -6.38187 -2.39823 -3.58505 -0.01 -0.01 0.00 0.371
H 4.78687 1.06746 -2.57010 0.01 -0.04 0.00 0.355
H -1.73705 0.88068 -4.23199 0.00 -0.01 -0.01 0.371
H 2.87539 -0.71416 -4.92023 0.04 -0.01 -0.01 0.478
H 4.82636 0.99277 0.94501 -0.01 0.02 -0.03 0.516
H 4.20583 2.71499 -2.74316 -0.01 0.01 -0.02 0.478
H -3.50729 1.87329 -1.35901 0.03 -0.01 -0.03 0.347